(1)
C26H30HgN6Se | ωB97M-V/def2-TZVPD

The geometry in XYZ format:
```
64
Properties=species:S:1:pos:R:3:forces:R:3:mulliken_spin:R:1
Hg 12.39531 6.89134 8.67394 1.29 0.36 0.10 0.038
C 16.62130 6.79252 9.73023 2.11 0.32 0.51 -0.020
C 15.37341 7.37376 9.29358 0.96 1.28 -3.37 0.382
N 14.21073 7.15246 9.85004 -2.43 0.03 0.59 0.187
C 14.14324 6.75830 11.22244 -0.22 0.09 0.72 -0.010
C 12.70043 6.94098 11.77426 -0.77 0.60 0.29 0.036
N 11.94694 8.13953 11.25957 0.61 -0.95 0.28 -0.006
C 12.25097 9.38188 11.90477 1.51 0.96 -0.51 0.000
C 11.35582 10.50505 11.41881 -0.13 0.22 0.60 -0.001
N 11.42618 10.61613 10.00037 0.21 0.53 -0.71 -0.001
C 11.00547 11.84362 9.35928 -0.39 0.44 0.03 -0.002
C 11.82931 12.12025 8.06871 -0.58 -0.25 -0.01 0.005
N 12.74520 11.02629 7.85549 0.34 0.87 -1.12 -0.022
C 13.55936 11.02421 6.87856 0.12 -0.22 -0.33 -0.004
C 13.77985 12.02062 5.71670 -0.27 0.38 0.04 0.009
C 14.49054 9.85289 6.81593 1.85 -0.28 -0.87 -0.109
C 15.48569 9.73783 5.78317 -2.59 0.70 0.62 0.140
C 16.38528 8.71850 5.86936 2.44 -1.69 0.74 -0.039
C 16.53424 8.06634 7.08637 0.13 -0.21 0.57 0.118
C 15.47570 8.19773 8.04154 1.52 -2.64 1.82 0.086
N 14.48750 8.99998 7.83590 -2.69 2.36 -0.67 0.098
H 16.56293 6.24964 10.66720 0.01 0.06 0.22 0.009
H 17.30559 7.67952 9.83351 0.05 -1.02 0.23 0.025
H 17.08865 6.10963 8.99863 -0.24 0.15 0.08 0.018
H 14.84378 7.34304 11.89439 -0.51 -0.34 -0.82 -0.007
H 14.41320 5.68152 11.37473 -0.17 0.52 0.07 -0.001
H 12.78756 6.99215 12.89120 -0.22 -0.21 -0.62 0.000
H 12.07068 6.07620 11.49805 0.35 0.20 0.18 0.001
H 10.94261 8.03890 11.32524 -0.04 -0.65 0.05 -0.001
H 13.27110 9.72285 11.62171 -0.21 -0.50 0.14 0.003
H 12.25453 9.30894 12.99216 -0.22 0.04 0.40 0.000
H 11.63093 11.44134 12.00226 -0.25 -0.66 -0.65 0.000
H 10.32560 10.24678 11.66866 -0.40 0.17 0.46 0.000
H 12.25822 10.23084 9.53209 -0.32 0.24 0.41 0.003
H 11.09796 12.71450 10.04691 0.04 -0.36 -0.15 0.000
H 9.94382 11.87080 8.99708 0.50 -0.41 0.74 0.000
H 12.35792 13.07083 8.20756 -0.04 -0.05 -0.36 -0.001
H 11.07651 12.18553 7.24651 0.81 0.19 0.25 -0.001
H 13.32357 13.00697 5.67918 -0.76 -0.09 0.88 0.000
H 13.44361 11.56406 4.78232 0.25 -0.25 0.06 -0.001
H 14.82766 12.30334 5.61378 0.16 -0.58 0.05 -0.001
H 15.42178 10.35873 4.91558 0.06 0.16 -0.37 0.023
H 17.09400 8.38365 5.07296 -0.71 0.80 0.52 0.001
H 17.38204 7.39442 7.32544 -0.89 0.64 -0.56 0.014
Se 16.96253 5.02335 6.35982 0.61 -0.83 -0.37 0.010
C 15.30365 5.04096 7.03321 -0.42 0.24 -0.16 -0.006
N 14.20456 5.12755 7.40073 -0.30 -0.16 0.16 0.008
C 7.41387 9.36414 7.54595 0.41 -0.66 -0.42 0.000
C 8.47842 9.48490 8.46254 0.42 -0.19 -0.24 -0.001
C 9.57108 8.64381 8.46101 -0.59 1.17 1.53 0.008
C 9.64033 7.61371 7.54893 0.02 -1.99 -0.48 -0.004
C 10.71641 6.66699 7.47400 1.13 1.46 0.55 0.014
C 10.80576 5.83136 6.41811 0.42 -1.80 -0.25 0.001
C 9.66941 5.56122 5.62628 1.37 0.78 -0.26 0.001
C 8.58019 6.31607 5.78818 -1.89 -0.03 -0.12 -0.002
C 8.55100 7.39888 6.69379 -1.44 0.92 -0.59 0.001
C 7.43005 8.32297 6.65412 1.72 -0.71 0.74 -0.001
H 6.62663 10.08839 7.53895 -0.38 0.32 0.02 0.000
H 8.47890 10.30153 9.14599 -0.11 0.43 0.54 0.000
H 10.32493 8.78536 9.25086 -0.20 -0.02 -0.78 -0.001
H 11.69172 5.19672 6.21268 -0.41 0.63 0.48 0.000
H 9.81420 4.93591 4.78327 -0.34 -1.00 -0.46 0.000
H 7.64445 6.04379 5.28856 0.33 0.39 -0.24 0.000
H 6.72136 8.15355 5.87152 -0.62 0.10 -0.14 0.000
```
Forces are in eV/Å.

Its energy above the lowest of the compared OMol25 structures with the same formula, charge and spin is 42.43 kJ/mol. The value obtained for the electronic energy is -105908.75757 eV. Its multiplicity is 2. As for the net charge: -1.



(2)
BH3O | ωB97M-V/def2-TZVPD

The geometry in XYZ format:
```
5
Properties=species:S:1:pos:R:3:forces:R:3:lowdin_charge:R:1
B -0.37437 -0.14785 -0.01735 -2.44 2.28 0.52 -0.275
O 0.88292 0.00703 -0.00570 2.24 1.61 -0.17 0.104
H -0.87368 -1.18936 0.06925 -0.97 -0.49 -0.15 0.005
H -1.41133 1.63194 0.08793 1.54 -2.88 -0.22 0.044
H 1.77645 -0.30176 -0.13413 -0.37 -0.51 0.02 0.122
```
Forces are in eV/Å.

Its energy above the lowest of the compared OMol25 structures with the same formula, charge and spin is 287.17 kJ/mol. The value obtained for the electronic energy is -2769.70096 eV. As for the net charge: 0.